1.
50
Properties=species:S:1:pos:R:3:mulliken_charge:R:1 method="wB97M-V/def2-TZVPD" lumo_ha=0.0712 relative_energy_kj_mol=0.0 charge=-1 orbital_gap_ev=3.242 max_force_ha_per_bohr=0.0561 e_homo_ha=-0.0479
C -0.3598 -0.6813 -4.5289 0.136
C -0.5260 -1.1973 -5.8424 -0.886
C 0.2456 -2.3926 -5.9693 -0.380
C 0.9200 -2.6257 -4.7342 -1.088
C 0.5663 -1.5967 -3.8227 0.220
Ba 0.2020 1.0766 -1.4488 1.537
P -0.6179 4.2103 -1.3476 -0.198
H -0.8466 0.2108 -4.1118 -0.186
H -1.1412 -0.7535 -6.6231 0.355
H 0.3145 -3.0169 -6.8568 0.368
H 0.8900 -1.5199 -2.7782 0.126
H 1.5964 -3.4513 -4.5212 0.356
H -1.6945 4.8071 -0.6248 0.074
H -1.1135 4.5462 -2.6574 0.068
H 0.2550 5.3325 -1.2335 0.054
O 0.3319 -1.2525 -0.3517 -0.696
P 0.1555 -0.7018 1.0702 1.098
C 1.5222 0.4751 1.2626 0.193
C 1.4484 1.5856 2.1182 -0.462
C 2.2134 2.7192 1.8438 -0.660
C 3.1487 2.7035 0.8099 -0.717
C 3.3779 1.5284 0.0891 0.083
C 2.5853 0.4050 0.3296 -0.797
C -1.4085 0.2175 1.0005 -0.284
C -1.6422 1.3805 1.7480 0.087
C -2.5739 2.3136 1.3006 -0.787
C -3.3427 2.0537 0.1688 -0.631
C -3.2388 0.8221 -0.4812 -0.113
C -2.3062 -0.1156 -0.0426 -0.396
C 0.1261 -1.9569 2.3330 -0.109
C -1.0508 -2.2294 3.0551 -0.376
C -1.0338 -3.1854 4.0710 -0.527
C 0.1461 -3.8785 4.3701 -0.422
C 1.3090 -3.6268 3.6312 -0.547
C 1.3036 -2.6731 2.6129 -0.583
H 0.7958 1.5616 2.9914 0.455
H 2.0764 3.6151 2.4545 0.357
H 3.7311 3.6006 0.5871 0.359
H 4.1842 1.4723 -0.6471 0.375
H 2.7648 -0.5258 -0.2271 0.286
H -1.1039 1.5539 2.6787 0.129
H -2.6922 3.2502 1.8460 0.381
H -4.0517 2.8004 -0.1938 0.373
H -3.8943 0.5765 -1.3192 0.404
H -2.2457 -1.1015 -0.5193 0.264
H -1.9690 -1.6896 2.8153 0.298
H -1.9454 -3.3847 4.6363 0.357
H 0.1595 -4.6105 5.1793 0.350
H 2.2264 -4.1730 3.8527 0.353
H 2.2024 -2.4783 2.0268 0.346



2.
49
Properties=species:S:1:pos:R:3:lowdin_spin:R:1 method="wB97M-V/def2-TZVPD" lumo_ha="0.0959 / -0.0127" relative_energy_kj_mol=383.4 charge=-1 orbital_gap_ev="2.800 / 3.591" spin_multiplicity=8 max_force_ha_per_bohr=0.0685 e_homo_ha="-0.0070 / -0.1447"
C 0.2511 0.3371 -1.6647 0.118
C 0.7006 0.4854 -3.0210 0.365
C 1.7752 1.4125 -3.0238 0.022
C 1.9268 1.9539 -1.7236 0.296
C 0.9670 1.3047 -0.8678 0.218
Eu 0.2730 -1.3731 0.9325 3.784
P -2.6083 -2.1564 0.7607 0.221
H -0.5734 -0.3112 -1.3138 0.029
H 0.3364 -0.0670 -3.8835 0.024
H 2.3341 1.7264 -3.9017 -0.005
H 0.7982 1.4849 0.1996 0.012
H 2.6053 2.7537 -1.4357 0.015
H -3.2612 -3.4140 0.9020 0.012
H -2.9034 -2.0474 -0.6415 0.030
H -3.6494 -1.2980 1.2799 0.053
C -2.7993 -3.3251 4.9317 0.193
C -2.5185 -1.9642 4.7763 0.056
C -1.2512 -1.5595 4.3600 0.105
C -0.2738 -2.5087 4.0574 0.172
C -0.5376 -3.8746 4.2051 0.134
C -1.7986 -4.2731 4.6584 0.039
Sb 1.8708 -2.0433 4.2712 0.159
C 1.5284 0.0897 4.5165 0.021
C 1.1040 0.9408 3.4949 0.034
C 0.8105 2.2829 3.7632 0.007
C 0.9999 2.8141 5.0394 0.014
C 1.4842 1.9688 6.0561 0.006
C 1.7439 0.6135 5.7995 0.011
C 2.6872 -1.8529 2.2428 0.193
C 3.7660 -0.9429 2.2499 0.047
C 4.7852 -1.0760 1.2923 0.122
C 4.6723 -2.0315 0.2702 0.129
C 3.5626 -2.8869 0.2233 0.046
C 2.5896 -2.8742 1.2599 0.193
H -3.7791 -3.6501 5.2904 0.018
H -3.2827 -1.2229 5.0251 0.002
H -1.0178 -0.4937 4.3190 0.006
H 0.2363 -4.6241 4.0230 0.010
H -2.0110 -5.3294 4.8437 -0.001
H 1.0329 0.6133 2.4440 0.016
H 0.4286 2.9121 2.9598 0.002
H 0.8067 3.8730 5.2413 0.001
H 1.6654 2.3716 7.0521 0.000
H 2.1069 -0.0099 6.6151 0.002
H 3.8531 -0.1760 3.0324 0.003
H 5.6773 -0.4480 1.3774 0.009
H 5.4811 -2.1191 -0.4650 0.008
H 3.4725 -3.6065 -0.5921 0.006
H 1.8194 -3.6739 1.3451 0.046



3.
72
Properties=species:S:1:pos:R:3:lowdin_spin:R:1 method="wB97M-V/def2-TZVPD" lumo_ha="-0.2058 / -0.1697" charge=+1 orbital_gap_ev="5.844 / 6.835" spin_multiplicity=2 max_force_ha_per_bohr=0.0637 e_homo_ha="-0.4205 / -0.4209"
Tc 10.6951 11.7688 11.1470 1.204
S 14.2421 12.8007 13.9660 0.005
C 12.8956 12.9204 12.9471 0.005
N 12.0997 11.8640 12.7900 0.004
C 12.6358 10.8449 13.6330 0.002
C 12.0679 9.5915 13.7759 0.000
C 12.6251 8.6465 14.5979 0.001
C 13.8185 8.9832 15.2868 0.000
C 14.4226 10.2143 15.1251 0.001
C 13.8128 11.1597 14.3236 0.000
H 12.8223 13.8182 12.3754 -0.004
H 11.2736 9.3737 13.0906 0.000
H 12.3373 7.5969 14.6391 0.000
H 14.2804 8.2811 15.9700 0.000
H 15.3094 10.5988 15.6408 0.000
O 12.6778 8.5346 9.1942 0.000
C 12.7801 9.7747 9.6172 0.000
O 12.0241 10.2339 10.4837 0.011
C 13.8366 10.5860 9.0128 0.000
C 14.3270 11.5697 9.8467 0.000
C 15.1720 12.5386 9.3513 0.000
C 15.4516 12.6164 8.0492 0.000
C 14.8998 11.6775 7.2015 0.000
C 14.1244 10.6263 7.6549 0.000
N 15.1798 11.8063 5.7189 0.000
O 15.7382 12.8090 5.3585 0.000
O 14.6804 10.9726 5.0172 0.000
N 15.7212 13.6010 10.2401 0.000
O 15.2290 13.7313 11.3190 0.000
O 16.6210 14.3235 9.7836 0.000
H 14.1573 11.6576 10.9779 0.000
H 16.0456 13.3836 7.5632 0.000
H 13.5687 10.0466 6.9691 0.000
F 9.7719 11.6819 9.4235 0.009
P 10.4147 12.5677 8.0147 0.002
F 11.0760 13.2188 6.7829 0.000
F 11.7343 12.7960 9.0631 0.014
F 9.8203 13.9394 8.5686 0.000
F 9.0589 12.2132 7.3019 0.000
F 11.0024 11.1428 7.6025 0.001
Se 11.9960 7.1200 10.2081 0.000
C 10.2690 7.1153 9.2993 0.000
C 9.4386 6.0607 9.4624 0.000
C 8.3290 5.9721 8.6251 0.000
N 7.9333 6.9701 7.8232 0.000
C 8.8189 8.0333 7.6145 0.000
C 9.9975 8.0841 8.2692 0.000
H 9.6651 5.2190 10.1033 0.000
H 7.7122 5.1436 8.7775 0.000
H 8.5474 8.7718 6.8844 0.000
H 10.7652 8.7347 7.9567 0.000
C 7.0271 12.6505 10.7434 -0.011
Ge 7.2747 10.9462 11.5031 0.020
C 6.4900 10.6676 13.3238 0.002
C 6.7512 9.5181 10.3306 0.006
C 9.2397 10.6749 11.8687 0.053
H 6.1834 12.6077 10.0597 -0.001
H 7.8991 12.8859 10.1396 -0.005
H 6.9208 13.4499 11.4352 -0.004
H 5.3519 10.7924 13.2442 0.000
H 6.9629 11.3255 14.0830 0.000
H 6.7019 9.5999 13.6070 0.000
H 5.7395 9.5855 9.9442 0.001
H 6.8312 8.6372 10.9499 0.000
H 7.4042 9.5277 9.5223 0.000
H 9.6251 9.7064 11.5071 0.013
H 9.2611 10.7197 12.9781 0.027
Se 9.3356 13.2596 14.1203 -0.030
Sb 9.8852 15.3877 15.2367 -0.004
Se 9.8013 13.7174 11.8231 -0.308
Se 10.7477 17.1917 14.0386 0.002
Se 9.1364 14.9785 17.3756 -0.018